*A*
Below is a 2-piece molecular cluster, C3H7NO3 overall, with properties calculated with wB97M-V/def2-TZVPD.

Each line ends with the Mulliken charge.
Positions of all 14 atoms, in Å:
O (0.4385, -0.0027, 3.6845)  -0.53
O (0.6548, -1.1635, -1.2353)  -0.51
O (0.4729, 1.5263, 1.9848)  -0.49
N (-0.4014, -0.6414, 1.6499)  -0.41
C (-0.1392, -0.4539, -2.1424)  0.06
C (0.1793, 0.2655, 2.5327)  0.55
C (0.0008, 0.8717, -2.2024)  -0.66
H (0.7332, 1.4042, -1.6099)  0.28
H (-0.3459, -1.5898, 2.0100)  0.26
H (-0.6194, 1.4821, -2.8631)  0.24
H (0.4287, -2.0950, -1.3493)  0.33
H (-0.1859, -0.5201, 0.6975)  0.29
H (-0.3077, 1.9575, 1.5188)  0.34
H (-0.9086, -1.0409, -2.6758)  0.24

* net charge: 0
* orbital gap: 10.13 eV

---

*B*
Below is one molecule with the formula C3H7NO3, with properties calculated with wB97M-V/def2-TZVPD.

Each line ends with the Mulliken charge.
Positions of all 14 atoms, in Å:
O (1.8171, -0.7125, 0.3002)  -0.46
O (2.1369, 1.4641, 0.5536)  -0.58
O (-2.8643, -0.9111, 0.0140)  -0.52
N (0.2930, 0.8034, -0.5864)  -0.17
C (1.4432, 0.5867, 0.1240)  0.61
C (-0.7107, -0.2119, -0.8510)  -0.96
C (-1.5082, -0.6516, 0.3982)  -0.12
H (-0.0432, 1.7526, -0.4821)  0.25
H (-1.4570, 0.1636, 1.1139)  0.34
H (-1.4555, 0.2291, -1.5123)  0.37
H (-1.0747, -1.5452, 0.8558)  0.21
H (1.2054, -1.3455, -0.0952)  0.35
H (-3.4629, -0.5456, 0.6910)  0.32
H (-0.2147, -1.0284, -1.3606)  0.36

* net charge: 0
* orbital gap: 10.54 eV

---

*C*
Below is a 2-piece molecular cluster, C3H7NO3 overall, with properties calculated with wB97M-V/def2-TZVPD.

Each line ends with the Mulliken charge.
Positions of all 14 atoms, in Å:
O (-1.1482, 1.4090, 1.0862)  -0.49
O (0.4734, 2.1400, 3.2564)  -0.38
O (0.1802, -0.1272, 3.1881)  -0.43
N (-0.2528, -0.2897, -0.1019)  -0.28
C (0.7534, -0.6409, -1.1095)  -0.80
C (0.3058, 1.0173, 3.2484)  0.82
C (0.1438, 1.1822, 0.4155)  -0.46
H (-1.2414, -0.4851, -0.4724)  0.37
H (1.5840, -0.3024, -0.4206)  0.39
H (-0.2152, -1.0382, 0.6756)  0.35
H (0.7326, -1.7737, -1.3119)  0.27
H (0.0915, 1.6447, -0.6015)  0.07
H (0.7390, 0.0134, -2.0269)  0.26
H (-0.9864, 2.2606, 1.4713)  0.31

* net charge: 0
* orbital gap: 7.77 eV

---

*D*
Below is C3H7NO3 as an isolated structure, with properties calculated with wB97M-V/def2-TZVPD.

Each line ends with the Mulliken charge.
Positions of all 14 atoms, in Å:
O (1.2402, -1.4689, -0.6894)  -0.42
O (-1.2966, -0.8051, 0.7712)  -0.45
O (1.1108, 1.6892, 0.4683)  -0.50
N (0.3800, -0.4246, -0.4277)  0.31
C (0.7301, 0.5664, 0.7508)  -0.01
C (-1.0936, 0.2893, 1.4174)  -0.29
C (-0.1628, 0.1071, -1.6595)  -0.83
H (-0.8258, 0.2429, 2.4794)  0.29
H (1.2335, -1.9929, 0.1293)  0.38
H (1.2804, -0.0794, 1.4701)  0.34
H (0.6568, 0.3934, -2.3204)  0.31
H (-1.6984, 1.1658, 1.1510)  0.28
H (-0.7713, 0.9703, -1.4078)  0.29
H (-0.7834, -0.6535, -2.1328)  0.31

* net charge: 0
* orbital gap (spin up / spin down): 8.14 / 6.94 eV

---

It is *B* that is most stable; the runner-up trails by 0.584 eV.

---

*A*
Below is a 2-piece molecular cluster, C3H7NO3 overall, with properties calculated with wB97M-V/def2-TZVPD.

Each line ends with the Mulliken charge.
Positions of all 14 atoms, in Å:
O (0.9901, 1.6864, -0.7020)  -0.41
O (-1.1071, 2.5720, -0.4142)  -0.60
O (1.0978, -1.6373, 0.2264)  -0.44
N (-0.5407, -3.3333, -0.1310)  -0.58
C (0.0133, -2.0180, -0.2261)  0.18
C (-0.1702, 1.1289, 1.3294)  -0.82
C (-0.1554, 1.8468, -0.0148)  0.67
H (-1.5560, -3.2963, -0.0080)  0.28
H (-1.1361, 0.6040, 1.4655)  0.25
H (0.8748, 2.1876, -1.5354)  0.35
H (0.6676, 0.4241, 1.4257)  0.26
H (-0.0176, 1.8502, 2.1554)  0.29
H (-0.5750, -1.3866, -0.9359)  0.26
H (-0.4453, -3.7655, -1.0626)  0.29

* net charge: 0
* orbital gap: 10.97 eV

---

*B*
Below is a 2-piece molecular cluster, C3H7NO3 overall, with properties calculated with wB97M-V/def2-TZVPD.

Each line ends with the Mulliken charge.
Positions of all 14 atoms, in Å:
O (-1.5237, -0.1108, 1.8311)  -0.34
O (-0.9988, 1.8752, 1.1718)  -0.09
O (-0.9156, -2.0713, -0.1316)  -0.54
N (-0.6334, 0.6417, 1.0669)  -0.16
C (-0.1605, -1.6024, -0.9482)  0.23
C (-0.2550, 2.8321, 0.7518)  -0.33
C (1.3629, -1.5367, -0.9769)  -0.95
H (2.0489, -1.9772, -0.3415)  0.37
H (0.7077, 2.5716, 0.0678)  0.21
H (-1.3717, -0.9325, 1.5110)  0.38
H (-0.6763, -1.2404, -1.8860)  0.31
H (-0.6428, 3.8134, 0.8714)  0.34
H (1.5093, -0.4697, -1.0080)  0.24
H (1.5490, -1.7930, -1.9799)  0.34

* net charge: 0
* orbital gap (spin up / spin down): 9.02 / 8.48 eV

---

It is *A* that is most stable; the runner-up trails by 6.254 eV.

---

*A*
Below is an isolated ion of composition C3H5N2O2 and charge +1, with properties calculated with wB97M-V/def2-TZVPD.

Each line ends with the Mulliken charge.
Positions of all 12 atoms, in Å:
O (0.5633, 1.5720, 0.6187)  -0.29
O (2.2147, -1.3049, -0.0261)  -0.33
N (-0.9919, 0.0005, -0.1933)  -0.17
N (1.2218, 0.7654, -0.4084)  -0.24
C (1.2865, -0.6038, 0.0722)  0.51
C (-0.1036, -0.9446, 0.5000)  -0.41
C (-0.1083, 1.2224, -0.4450)  0.12
H (-0.1754, -2.0227, 0.2615)  0.33
H (-1.7485, 0.4236, 0.4389)  0.37
H (-0.3322, -0.8795, 1.5778)  0.28
H (-0.3808, 1.8976, -1.2716)  0.44
H (-1.4456, -0.1260, -1.1247)  0.39

* net charge: +1
* orbital gap: 10.78 eV

---

*B*
Below is a 2-piece molecular cluster, C3H5N2O2 overall, with properties calculated with wB97M-V/def2-TZVPD.

Each line ends with the Mulliken charge.
Positions of all 12 atoms, in Å:
O (-1.8478, -1.3090, 1.8204)  -0.21
O (-1.6735, -1.5153, 0.5452)  0.02
N (1.0247, 1.2540, -0.1523)  -0.04
N (-0.2990, -0.4144, -0.0310)  0.02
C (0.7897, 0.8400, -1.4204)  -0.06
C (0.3161, 0.4513, 0.7076)  0.03
C (-0.0289, -0.2374, -1.3776)  -0.53
H (0.1522, 0.2880, 1.7712)  0.33
H (1.6320, 1.9474, 0.1103)  0.13
H (-1.1344, -1.8422, 2.3603)  0.42
H (1.3802, 1.3241, -2.1348)  0.43
H (-0.3113, -0.7864, -2.1990)  0.45

* net charge: +1
* orbital gap (spin up / spin down): 8.11 / 8.11 eV

---

*C*
Below is a 2-piece molecular cluster, C3H5N2O2 overall, with properties calculated with wB97M-V/def2-TZVPD.

Each line ends with the Mulliken charge.
Positions of all 12 atoms, in Å:
O (0.7073, 1.1384, 1.9023)  -0.41
O (-0.4884, -2.1666, 2.4419)  -0.48
N (0.2838, 0.4846, -0.9890)  -0.12
N (-0.1312, -1.0579, 2.2750)  0.58
C (0.4489, -0.1232, 1.8149)  0.25
C (-0.7312, -0.5543, -0.9600)  -0.29
C (0.5885, -0.5580, -0.2936)  -0.15
H (0.6699, 1.5145, 2.8005)  0.38
H (0.4747, 1.4537, -1.1710)  0.30
H (-1.6221, -0.3944, -0.3650)  0.24
H (1.4790, -1.1391, -0.1537)  0.43
H (-0.8738, -1.1158, -1.8755)  0.27

* net charge: +1
* orbital gap: 8.45 eV

---

It is *A* that is most stable; the runner-up trails by 1.966 eV.

---

*A*
Below is one molecule with the formula C9H9N3O2S, with properties calculated with wB97M-V/def2-TZVPD.

Each line ends with the Mulliken charge.
Positions of all 24 atoms, in Å:
S (1.0830, 2.2933, -2.0840)  -0.19
O (-0.4331, -1.4180, -1.5650)  -0.48
O (0.9166, -0.7773, -3.2241)  -0.52
N (-1.9558, 2.2508, -0.5421)  -0.12
N (-0.1395, 0.9141, -0.2490)  0.10
N (-1.8784, 2.2098, -1.8331)  -0.51
C (0.2516, 0.8111, -1.5213)  0.11
C (1.6023, -1.7578, 1.5381)  -0.65
C (1.4191, -0.6394, 0.8238)  0.05
C (-0.8751, -0.4687, 1.5606)  -0.29
C (0.2000, -0.5829, -2.1021)  0.82
C (-1.0499, 1.9014, 0.2591)  -0.35
C (0.5123, -2.2092, 2.2966)  -0.29
C (-0.6365, -1.5537, 2.3415)  -0.57
C (0.1551, -0.0824, 0.6904)  -0.26
H (-1.8470, 0.0188, 1.3426)  0.45
H (-1.4873, -2.1126, 3.0251)  0.14
H (-0.8990, 2.1504, 1.3018)  0.61
H (-2.6963, 1.8328, -2.2671)  0.20
H (2.4040, -2.4159, 1.4378)  0.43
H (1.2354, 0.0599, -3.6637)  0.34
H (1.1371, 2.8771, -0.8545)  0.17
H (2.2502, -0.2372, 0.3291)  0.49
H (0.7312, -3.0644, 2.9596)  0.32

* net charge: 0
* orbital gap (spin up / spin down): 7.56 / 7.21 eV

---

*B*
Below is one molecule with the formula C9H9N3O2S, with properties calculated with wB97M-V/def2-TZVPD.

Each line ends with the Mulliken charge.
Positions of all 24 atoms, in Å:
S (-2.0504, 3.5886, 0.5143)  -0.49
O (-2.3202, 0.3766, -0.8112)  -0.57
O (-0.4994, 1.7514, -1.0965)  -0.48
N (-2.1890, 1.4637, 2.0394)  0.35
N (-0.4822, 0.1227, 0.5571)  0.07
N (-1.8225, 0.2333, 2.4702)  -0.88
C (-1.2618, 1.0703, -0.1814)  0.62
C (0.5265, -0.9097, -1.4171)  -0.16
C (1.5916, -1.5718, -2.0004)  -0.74
C (0.5890, -0.5547, -0.0766)  0.30
C (2.7143, -1.8895, -1.2553)  -0.43
C (-0.9677, -0.3626, 1.7293)  0.00
C (1.7195, -0.8646, 0.6733)  -0.38
C (-1.8170, 1.9938, 0.8784)  -0.04
C (2.7743, -1.5343, 0.0822)  -0.66
H (3.5407, -2.4092, -1.7162)  0.39
H (1.5395, -1.8468, -3.0433)  0.37
H (-2.6726, 0.9232, -1.5250)  0.40
H (-0.5777, -1.3045, 2.0783)  0.54
H (-0.7087, 2.7097, -0.9961)  0.31
H (1.7728, -0.5672, 1.7107)  0.49
H (3.6498, -1.7710, 0.6677)  0.37
H (-0.3531, -0.6731, -1.9928)  0.42
H (-2.6956, 2.0255, 2.7109)  0.23

* net charge: 0
* orbital gap: 8.51 eV

---

It is *B* that is most stable; the runner-up trails by 4.169 eV.